No. 1
ORCA calculation (the ωB97M-V functional and the def2-TZVPD basis) on a structure of composition C29H33Cl3MgN6O4SSe2.

E_HOMO = -13.8 eV
Calculated total energy = -232265.7224 eV
Energy relative to the best compared isomer or geometry (same formula, charge and spin) = 0.3906 eV
Charge = +2
Kohn-Sham gap = 7.5 eV
E_LUMO = -6.29 eV

Each line ends with the Mulliken charge.
Atoms and positions in Å:
Mg 0.37370 -0.71421 -0.41373  1.21
C -1.71680 3.83350 1.31972  -1.77
C -1.36193 2.49076 1.89409  0.15
C -0.14366 2.28801 2.53263  -0.06
C 0.17772 1.06592 3.11889  0.64
C 1.44585 0.89125 3.90614  -1.72
C -0.74715 0.02568 3.04118  -0.80
C -1.99350 0.21426 2.44099  0.96
C -3.05863 -0.84317 2.57248  -1.66
C -2.27578 1.44158 1.84735  -0.39
H -0.82877 4.41057 1.06856  0.31
H -2.28512 4.42005 2.04267  0.43
H -2.34184 3.73902 0.43135  0.36
H 0.55536 3.11350 2.61187  0.51
H 1.21713 0.80331 4.96880  0.49
H 2.11387 1.74194 3.78552  0.35
H 1.97913 -0.01651 3.61997  0.29
H -0.55145 -0.90516 3.56386  0.53
H -3.48594 -0.80167 3.57513  0.50
H -2.65768 -1.84802 2.43689  0.33
H -3.87618 -0.68895 1.87002  0.30
H -3.24879 1.60205 1.39656  0.50
Se 3.26230 -2.62026 -1.75372  0.10
Se 2.28209 -2.58615 0.36055  -0.02
C 2.94676 -0.84520 0.85402  0.50
C 4.12865 -0.65979 1.53819  -0.89
C 4.55258 0.64909 1.73773  -0.28
C 3.78027 1.69273 1.25783  -0.98
C 2.59191 1.40475 0.60809  -0.10
N 2.17373 0.15317 0.40468  0.27
C 1.91136 -1.89040 -2.91779  0.35
C 2.14709 -2.15324 -4.26447  -0.78
C 1.21791 -1.73634 -5.19527  -0.50
C 0.06313 -1.10036 -4.75268  -1.29
C -0.08079 -0.87666 -3.40355  -0.31
N 0.83749 -1.23185 -2.48264  0.06
H 4.70767 -1.50356 1.88431  0.53
H 5.47852 0.84627 2.26038  0.48
H 4.08497 2.71991 1.38860  0.50
H 1.94892 2.19385 0.24031  0.29
H 3.03042 -2.69822 -4.56915  0.47
H 1.37715 -1.92848 -6.24713  0.49
H -0.70762 -0.78303 -5.43977  0.61
H -0.97040 -0.39053 -3.02190  0.62
C -2.52543 -7.84969 -5.37475  -1.35
C -2.39876 -6.53038 -4.62244  -0.26
S -4.01173 -5.96903 -4.13251  1.23
O -4.47917 -6.82974 -3.07631  -0.64
O -4.78692 -5.74334 -5.31696  -0.67
C -3.74088 -4.35808 -3.38817  -0.60
C -3.61226 -4.45434 -1.87428  -1.28
N -2.95190 -3.26428 -1.30898  0.30
C -1.64343 -3.18446 -1.00820  0.96
N -1.32522 -1.97830 -0.53481  0.21
C -2.48503 -1.23666 -0.57229  -0.66
C -3.47735 -2.01708 -1.04962  -0.63
N -4.85335 -1.63247 -1.22223  1.11
O -5.12898 -0.51570 -0.85734  -0.61
O -5.60218 -2.42986 -1.73436  -0.64
C -0.70510 -4.32276 -1.18777  -1.19
H -1.53580 -8.20042 -5.65902  0.39
H -3.12375 -7.72237 -6.27260  0.37
H -2.99130 -8.60764 -4.74969  0.37
H -1.96042 -5.74901 -5.24298  0.40
H -1.82056 -6.64990 -3.70525  0.20
H -4.61626 -3.77879 -3.67804  0.46
H -2.85810 -3.90899 -3.84507  0.36
H -3.02875 -5.32031 -1.56980  0.64
H -4.59010 -4.54237 -1.40966  0.28
H -2.55115 -0.21574 -0.23963  1.06
H -0.97090 -5.15879 -0.54018  0.54
H 0.30652 -4.00601 -0.94566  -0.33
H -0.71264 -4.68001 -2.21824  0.17
Cl 0.94451 2.70453 -3.90609  -0.06
C -0.20325 3.22121 -2.66519  0.72
Cl -1.82315 3.41707 -3.31844  -0.06
Cl 0.35610 4.65344 -1.82887  -0.05
C -0.27150 2.10558 -1.69229  -0.78
N -0.31715 1.22177 -0.96630  0.43

***

No. 2
ORCA calculation (the ωB97M-V functional and the def2-TZVPD basis) on a structure of composition C29H33ClMgN7O4Si.

E_HOMO = -4.0 eV
Calculated total energy = -75082.6582 eV
Charge = -1
Kohn-Sham gap = 6.5 eV
E_LUMO = 2.49 eV

Each line ends with the Mulliken charge.
Atoms and positions in Å:
Mg -0.74121 -0.05559 -0.28343  1.58
C -2.33382 -1.34082 4.75190  -1.12
N -1.96180 -0.23655 3.87810  0.07
C -1.13831 0.75933 4.53192  -1.12
C -1.65752 -0.51619 2.55410  0.29
N -0.67664 -0.04392 1.89151  -0.02
N -2.62838 -1.31577 1.94456  -0.09
C -2.46963 -1.93700 0.70658  0.27
N -3.66553 -2.21654 0.09608  -0.60
N -1.29748 -2.20267 0.25715  -0.67
H -2.96152 -0.96812 5.56240  0.36
H -1.44661 -1.81634 5.18832  0.32
H -2.89004 -2.08788 4.19544  0.37
H -1.62492 1.06326 5.45880  0.29
H -1.03435 1.63792 3.89792  0.36
H -0.13853 0.37830 4.78201  0.37
H 0.00431 0.45747 2.44770  -0.02
H -3.56559 -0.96952 2.11225  0.31
H -4.35348 -1.47335 0.24278  0.33
H -3.53452 -2.40384 -0.88866  0.37
H -1.36951 -2.63470 -0.66075  0.19
C 3.90964 -4.26433 1.12832  -0.41
C 2.66434 -3.84603 1.57799  -0.68
C 2.07878 -2.70206 1.04914  0.07
C 2.71828 -1.93317 0.07120  -0.19
C 3.96591 -2.38318 -0.37204  -0.30
C 4.55760 -3.53007 0.14370  -0.72
Si 1.90025 -0.31644 -0.55504  0.78
C 2.73038 0.99937 0.56985  0.51
C 2.31741 2.33450 0.45542  -0.38
C 2.82529 3.33158 1.27611  -0.75
C 3.75349 3.01862 2.26317  -0.42
C 4.16899 1.70340 2.40859  -0.68
C 3.66645 0.71400 1.56842  -0.44
C 2.75112 -0.05791 -2.24790  0.18
C 3.78228 0.84626 -2.51022  -0.23
C 4.32972 0.98186 -3.78229  -0.70
C 3.86150 0.20376 -4.83120  -0.40
C 2.83868 -0.70808 -4.59700  -0.67
C 2.29464 -0.82708 -3.32619  -0.58
H 4.36785 -5.15824 1.53519  0.35
H 2.13834 -4.41944 2.33314  0.40
H 1.08796 -2.41005 1.38205  0.09
H 4.49066 -1.82571 -1.14113  0.35
H 5.52584 -3.84954 -0.22484  0.38
H 1.55865 2.59540 -0.27481  0.34
H 2.48530 4.35379 1.15464  0.37
H 4.14341 3.79255 2.91427  0.34
H 4.89058 1.44250 3.17498  0.35
H 4.01566 -0.30573 1.69312  0.35
H 4.16593 1.46396 -1.70477  0.33
H 5.12640 1.69781 -3.95066  0.38
H 4.28596 0.30913 -5.82261  0.35
H 2.45364 -1.31846 -5.40585  0.38
H 1.48341 -1.53270 -3.17227  0.55
C -6.29733 2.06969 -0.83007  -1.17
N -4.87463 2.16679 -0.56023  0.17
C -4.15717 3.18635 -1.11195  0.06
C -2.82568 3.26227 -0.99495  -1.34
C -2.16005 2.15446 -0.35255  0.40
O -0.90770 2.03372 -0.36967  -0.50
N -2.88759 1.17817 0.23558  0.28
C -4.23061 1.15945 0.15508  0.28
O -4.92984 0.28042 0.69741  -0.96
H -6.76886 3.04193 -0.67976  0.39
H -6.72714 1.35014 -0.14108  0.33
H -6.47071 1.73718 -1.85512  0.32
H -4.73849 3.92243 -1.65253  0.38
H -2.25137 4.05677 -1.44350  0.47
Cl -1.13675 -2.05135 -4.64689  -0.27
C -1.31881 -0.28437 -4.31263  -0.03
C -2.16800 -0.04812 -3.06476  0.18
O -3.24018 0.53910 -3.18598  -0.69
O -1.65898 -0.48375 -1.98014  -0.85
H -1.78864 0.15284 -5.18726  0.40
H -0.31076 0.09806 -4.16619  0.01